Entry 1:
Molecular formula: C46H53N5O30S4
Method: DFT, the ωB97M-V functional and the def2-TZVPD basis

```
138
Properties=species:S:1:pos:R:3
C -4.701 21.106 21.435
C -4.295 22.501 20.924
O -2.875 22.300 20.520
S -2.481 20.670 20.317
O -1.092 20.342 20.618
O -3.179 20.204 19.109
O -3.448 20.367 21.612
H -5.208 20.438 20.739
H -5.115 21.181 22.440
H -4.149 23.366 21.570
H -4.805 23.009 20.105
C -5.651 30.438 24.544
C -4.412 31.252 24.450
O -3.889 30.966 23.211
S -4.936 30.161 22.185
O -4.267 28.980 21.537
O -5.632 31.153 21.399
O -5.886 29.586 23.401
H -6.459 31.067 24.916
H -5.591 29.585 25.221
H -3.701 30.769 25.120
H -4.574 32.295 24.721
C -4.520 26.037 28.747
C -3.421 25.392 27.878
O -3.862 25.684 26.601
S -5.527 25.212 26.468
O -5.662 23.714 26.273
O -6.337 26.068 25.602
O -5.704 25.790 28.058
H -4.280 27.082 28.943
H -4.690 25.666 29.757
H -3.435 24.305 27.952
H -2.410 25.797 27.936
C -1.897 18.573 30.281
C -0.658 19.134 29.513
O -0.993 18.758 28.172
S -2.610 18.968 27.780
O -3.233 17.982 26.914
O -2.771 20.377 27.418
O -3.003 18.741 29.386
H -2.202 18.974 31.248
H -1.825 17.492 30.405
H 0.303 18.735 29.837
H -0.643 20.221 29.590
C -8.290 17.974 27.519
C -8.084 18.920 26.478
C -7.935 18.654 25.139
C -7.910 17.303 24.819
C -8.160 16.317 25.747
C -8.355 16.691 27.169
N -7.742 16.876 23.406
O -7.729 17.743 22.524
O -7.493 15.700 23.308
H -8.614 18.296 28.498
H -7.982 19.924 26.862
H -7.754 19.365 24.345
H -8.336 15.311 25.396
H -8.486 15.900 27.893
C 4.159 29.697 31.890
C 3.713 29.914 30.563
C 2.353 29.643 30.241
C 1.484 29.516 31.315
C 1.981 29.557 32.696
C 3.349 29.631 32.945
N 0.050 29.413 30.988
O -0.389 29.445 29.829
O -0.741 29.226 31.904
H 5.206 29.653 32.149
H 4.411 30.014 29.745
H 2.079 29.399 29.225
H 1.306 29.642 33.535
H 3.725 29.714 33.954
C -2.340 23.432 37.750
C -3.464 23.088 37.068
C -3.364 23.022 35.699
C -2.255 23.505 34.965
C -1.141 24.021 35.681
C -1.218 24.014 37.155
N -2.033 23.309 33.510
O -0.980 23.584 32.966
O -3.076 23.072 32.855
H -2.483 23.640 38.800
H -4.399 22.815 37.533
H -4.229 22.654 35.166
H -0.308 24.402 35.109
H -0.304 24.153 37.712
C 1.038 22.723 24.765
C 1.015 22.932 23.362
C 2.079 22.947 22.580
C 3.209 22.386 23.107
C 3.388 22.185 24.482
C 2.267 22.439 25.342
N 4.323 21.959 22.182
O 4.201 22.030 20.973
O 5.313 21.422 22.747
H 0.132 22.734 25.353
H 0.181 23.292 22.777
H 1.842 23.107 21.539
H 4.295 21.847 24.960
H 2.269 22.362 26.419
C -9.347 23.149 30.652
C -8.303 22.540 31.291
C -8.542 21.483 32.185
C -9.884 21.115 32.440
C -10.961 21.747 31.753
C -10.659 22.715 30.849
N -10.185 20.140 33.466
O -11.350 19.881 33.677
O -9.257 19.423 33.832
H -9.300 23.981 29.966
H -7.294 22.835 31.041
H -7.670 21.141 32.723
H -11.959 21.504 32.087
H -11.616 23.019 30.452
O 3.761 27.104 26.364
C 2.862 27.622 25.612
O 3.164 28.325 24.504
C 2.049 28.969 24.008
C 0.823 28.631 24.908
C 1.352 27.363 25.637
H 1.863 28.849 22.940
H 2.132 30.055 24.032
H -0.075 28.263 24.411
H 0.527 29.417 25.602
H 1.177 26.398 25.163
H 0.975 27.080 26.620
O -6.090 27.893 37.259
C -6.556 27.491 36.220
O -7.880 27.204 36.054
C -8.131 27.000 34.610
C -6.812 26.570 34.087
C -5.756 27.323 34.934
H -8.750 27.838 34.290
H -8.855 26.190 34.517
H -6.715 26.897 33.052
H -6.747 25.488 34.206
H -5.521 28.295 34.500
H -4.843 26.742 35.066
```

Frontier orbital gap ... 8.4 eV
Multiplicity ... 1
SMILES string ... O=[N+]([O-])c1ccccc1.O=[N+]([O-])c1ccccc1.O=[N+]([O-])c1ccccc1.O=[N+]([O-])c1ccccc1.O=[N+]([O-])c1ccccc1.O=S1(=O)OCCO1.O=S1(=O)OCCO1.O=S1(=O)OCCO1.O=S1(=O)OCCO1.O=C1CCCO1.O=C1CCCO1

***

Entry 2:
Molecular formula: C5H13NO
Method: DFT, the ωB97M-V functional and the def2-TZVPD basis

```
20
Properties=species:S:1:pos:R:3
C 0.745 0.150 -1.148
C 1.552 -0.120 0.165
C 1.588 1.005 1.239
O 2.875 -0.401 -0.245
C -0.815 0.102 -0.956
N -1.334 -0.729 0.109
C -2.823 -0.753 0.124
H 0.977 -0.697 -1.901
H 1.140 1.086 -1.504
H 1.059 -0.992 0.700
H 0.524 1.472 1.374
H 2.047 0.681 2.148
H 2.227 1.925 0.706
H 3.285 -0.972 0.395
H -1.283 1.090 -0.764
H -1.220 -0.345 -1.885
H -1.047 -0.339 1.000
H -3.140 -1.148 -0.812
H -3.241 0.309 0.220
H -3.118 -1.325 1.034
```

Frontier orbital gap ... 9.8 eV
Multiplicity ... 1
SMILES string ... CNCC[C@H](C)O
Energy relative to the best compared isomer or geometry (same formula, charge and spin) ... 187.8 kJ/mol

***

Entry 3:
Molecular formula: C32H39GdN9OS
Method: DFT, the ωB97M-V functional and the def2-TZVPD basis

```
83
Properties=species:S:1:pos:R:3
Gd -0.254 0.140 0.226
C -1.066 2.842 -2.038
N -0.793 1.390 -1.897
C 0.647 1.273 -2.473
C 1.087 -0.142 -2.649
C 1.624 -0.485 -3.863
C 2.279 -1.772 -3.962
C 2.094 -2.678 -2.949
C 1.169 -2.391 -1.746
N 0.978 -0.973 -1.567
C -1.778 0.727 -2.847
C -2.452 -0.555 -2.372
C -3.043 -1.498 -3.295
C -3.564 -2.712 -2.782
C -3.503 -2.915 -1.383
C -2.934 -1.933 -0.584
N -2.333 -0.843 -1.031
C -2.362 3.207 -1.339
C -3.168 4.193 -1.899
C -4.340 4.562 -1.261
C -4.639 3.950 -0.044
C -3.675 3.196 0.625
N -2.546 2.814 -0.015
H -0.939 3.114 -3.113
H -0.277 3.432 -1.516
H 1.179 1.920 -1.778
H 0.751 1.750 -3.469
H 1.564 0.342 -4.613
H 2.955 -1.883 -4.818
H 2.479 -3.677 -3.118
H 0.229 -2.966 -1.771
H -1.266 0.507 -3.774
H -2.560 1.509 -3.084
H -2.957 -1.441 -4.429
H -3.936 -3.508 -3.452
H -3.837 -3.806 -0.906
H -2.975 -2.075 0.493
H -2.780 4.724 -2.762
H -4.997 5.337 -1.743
H -5.587 4.210 0.483
H -3.845 2.853 1.665
S -3.300 -1.636 3.684
C -2.112 -1.047 2.794
N -1.238 -0.617 2.099
N 1.492 -4.426 -0.359
C 1.979 -3.083 -0.590
N 1.932 -2.508 0.799
C 2.169 -3.659 1.616
C 2.826 -3.717 2.850
C 3.291 -4.978 3.288
C 2.890 -6.147 2.581
C 2.095 -6.097 1.433
C 1.837 -4.836 0.912
H 1.458 -5.070 -1.129
H 3.068 -3.099 -0.852
H 2.975 -2.788 3.452
H 3.820 -5.103 4.249
H 3.272 -7.132 2.914
H 1.760 -6.991 0.929
C 4.002 -1.136 1.278
C 2.537 -1.248 1.119
O 1.839 -0.217 1.132
H 4.314 -0.384 0.541
H 4.548 -2.088 1.207
H 4.289 -0.736 2.305
C -1.090 3.330 3.477
C 0.274 3.173 2.686
C 1.320 2.463 3.554
C 0.707 4.611 2.321
N 0.021 2.420 1.464
N 1.094 2.495 0.457
H -0.917 3.667 4.476
H -1.674 2.374 3.483
H -1.725 4.064 2.981
H 1.621 3.141 4.373
H 2.195 2.133 2.971
H 1.029 1.522 4.018
H 0.742 5.203 3.212
H 0.032 5.091 1.620
H 1.678 4.627 1.814
H -0.805 2.920 1.015
H 2.052 2.438 0.799
H 1.075 3.333 -0.123
```

Frontier orbital gap (spin up / spin down) ... 7.0 / 3.9 eV
Multiplicity ... 8
Charge ... +1
Energy relative to the best compared isomer or geometry (same formula, charge and spin) ... 103.8 kJ/mol

***

Entry 4:
Molecular formula: C37H42ClF2N7ORuSTe
Method: DFT, the ωB97M-V functional and the def2-TZVPD basis

```
93
Properties=species:S:1:pos:R:3
Ru 2.032 -0.471 -0.210
C -0.223 3.245 0.535
C 0.554 2.099 -0.010
N 1.059 1.165 0.715
N 0.912 1.210 2.075
C 1.600 0.297 2.675
N 1.577 0.143 4.002
S 2.702 -0.846 1.785
C 0.819 1.931 -1.457
C 0.353 2.831 -2.403
C 0.647 2.630 -3.743
C 1.415 1.537 -4.107
C 1.854 0.672 -3.120
N 1.552 0.848 -1.829
H 0.048 3.415 1.573
H -1.291 3.011 0.500
H -0.057 4.154 -0.037
H 1.052 0.794 4.566
H 2.198 -0.497 4.466
H -0.239 3.680 -2.096
H 0.283 3.323 -4.490
H 1.671 1.343 -5.138
H 2.445 -0.202 -3.354
C -4.974 -1.028 2.782
C -3.660 -1.450 2.111
C -2.850 -2.275 3.124
C -2.863 -0.163 1.825
C -3.998 -2.333 0.859
O -4.720 -3.489 1.289
C -4.866 -1.681 -0.243
C -4.636 -0.246 -0.733
C -5.430 0.001 -1.992
C -4.891 -0.301 -3.236
C -5.620 -0.112 -4.400
C -6.910 0.385 -4.315
Cl -7.825 0.630 -5.760
C -7.473 0.687 -3.087
C -6.728 0.491 -1.934
C -2.785 -3.098 0.276
N -1.708 -2.326 -0.335
C -0.501 -2.100 0.154
N 0.166 -1.304 -0.683
C -0.713 -1.105 -1.709
N -1.849 -1.718 -1.526
H -4.761 -0.343 3.604
H -5.505 -1.878 3.216
H -5.643 -0.515 2.091
H -2.882 -1.787 4.100
H -1.795 -2.348 2.843
H -3.249 -3.282 3.239
H -2.505 0.230 2.780
H -3.469 0.613 1.367
H -1.986 -0.318 1.195
H -5.587 -3.224 1.614
H -5.902 -1.739 0.102
H -4.823 -2.350 -1.106
H -3.580 -0.061 -0.937
H -4.949 0.472 0.026
H -3.887 -0.708 -3.299
H -5.198 -0.351 -5.366
H -8.482 1.073 -3.034
H -7.171 0.734 -0.974
H -3.160 -3.781 -0.483
H -2.331 -3.687 1.068
H -0.145 -2.486 1.095
H -0.502 -0.528 -2.592
Te 4.376 0.750 -0.660
C 4.547 2.110 0.935
C 4.280 3.438 0.619
C 4.381 4.409 1.606
C 4.754 4.052 2.892
C 5.034 2.726 3.197
C 4.929 1.747 2.221
C 6.041 -0.462 -0.285
C 6.206 -1.218 0.869
C 7.383 -1.925 1.043
C 8.377 -1.879 0.072
C 8.198 -1.129 -1.080
C 7.023 -0.413 -1.266
H 4.009 3.726 -0.391
H 4.183 5.444 1.363
H 4.845 4.811 3.659
H 5.351 2.454 4.195
H 5.184 0.723 2.464
H 5.426 -1.288 1.614
H 7.523 -2.522 1.934
H 9.292 -2.437 0.214
H 8.969 -1.099 -1.837
H 6.889 0.171 -2.168
F 3.274 -1.908 -2.398
C 2.842 -2.157 -1.106
F 3.934 -2.651 -0.436
H 2.136 -2.990 -1.184
```

Frontier orbital gap (spin up / spin down) ... 4.0 / 4.0 eV
Multiplicity ... 1
Charge ... +2
Energy relative to the best compared isomer or geometry (same formula, charge and spin) ... 0.0 kJ/mol

***

Entry 5:
Molecular formula: C2H12O3S2
Method: DFT, the ωB97M-V functional and the def2-TZVPD basis

```
19
Properties=species:S:1:pos:R:3
C 2.103 -1.017 -0.777
C 1.515 -0.724 0.573
S 0.125 0.470 0.492
S -0.299 0.132 2.564
H 1.362 -1.172 -1.623
H 2.824 -0.137 -1.192
H 2.743 -1.933 -0.880
H 1.005 -1.704 0.819
H 2.213 -0.433 1.218
H -1.283 0.999 2.865
H -4.108 -0.366 -2.882
H -2.598 -0.142 -2.646
O -3.257 -0.362 -3.349
H 0.976 4.860 0.635
H 0.169 4.381 1.785
O 0.062 4.588 0.787
H -1.447 -2.856 -0.087
H -1.332 -2.034 1.178
O -0.772 -2.549 0.520
```

Frontier orbital gap (spin up / spin down) ... 8.5 / 5.8 eV
Multiplicity ... 2
Charge ... +1
Energy relative to the best compared isomer or geometry (same formula, charge and spin) ... 187.4 kJ/mol

***

Entry 6:
Molecular formula: C13H4Cl5O3SSn
Method: DFT, the ωB97M-V functional and the def2-TZVPD basis

```
27
Properties=species:S:1:pos:R:3
Sn 2.501 0.812 -1.285
O -0.971 1.948 -3.340
C -0.301 1.873 -2.345
O 0.893 1.323 -2.352
C -0.855 2.468 -1.052
C -2.063 3.113 -1.214
C -2.739 3.723 -0.154
C -2.207 3.694 1.132
C -1.012 3.056 1.334
C -0.298 2.432 0.264
S 1.147 1.717 0.802
H -2.483 3.133 -2.210
H -3.682 4.218 -0.343
H -2.723 4.164 1.957
H -0.572 3.013 2.322
Cl 1.179 -5.991 2.119
C 1.229 -4.554 1.244
C 2.214 -3.573 1.569
Cl 3.315 -3.872 2.833
C 2.266 -2.406 0.861
Cl 3.429 -1.202 1.207
C 1.339 -2.145 -0.215
O 1.353 -1.093 -0.889
C 0.345 -3.162 -0.514
Cl -0.735 -2.832 -1.773
C 0.300 -4.334 0.202
Cl -0.867 -5.523 -0.160
```

Frontier orbital gap (spin up / spin down) ... 6.0 / 6.0 eV
Multiplicity ... 1
Charge ... +1
Energy relative to the best compared isomer or geometry (same formula, charge and spin) ... 2.5 kJ/mol

***

Entry 7:
Molecular formula: C3H6N3
Method: DFT, the ωB97M-V functional and the def2-TZVPD basis

```
12
Properties=species:S:1:pos:R:3
C 0.463 -2.112 1.080
C -0.338 -0.210 -0.471
C -0.389 2.112 -0.727
N -0.039 -0.921 0.446
N 0.792 -2.054 2.275
N -0.580 0.771 -1.276
H 0.494 -2.795 0.295
H -0.076 2.721 -1.683
H -1.327 2.604 -0.523
H 0.225 2.129 0.088
H 1.213 -2.817 2.730
H -0.440 0.572 -2.234
```

Frontier orbital gap (spin up / spin down) ... 6.0 / 5.9 eV
Multiplicity ... 3
Charge ... +1
Energy relative to the best compared isomer or geometry (same formula, charge and spin) ... 275.7 kJ/mol

***

Entry 8:
Molecular formula: C11H15N
Method: DFT, the ωB97M-V functional and the def2-TZVPD basis

```
27
Properties=species:S:1:pos:R:3
C 1.733 0.176 -2.301
C -1.629 -0.331 -0.758
C -0.310 -0.751 -0.990
C 0.324 0.277 -1.790
C -0.608 1.240 -1.976
C -2.530 -1.086 -0.014
C -2.083 -2.288 0.508
C 0.138 -1.931 -0.406
C -0.760 -2.715 0.294
N -1.839 0.869 -1.433
H -2.363 1.601 -0.968
H -3.516 -0.700 0.200
H -0.518 2.137 -2.581
H -2.754 -2.847 1.139
H 1.136 -2.343 -0.489
H 2.155 -0.778 -1.998
H 2.418 0.942 -1.911
H -0.475 -3.610 0.834
H 1.751 0.179 -3.395
C 0.704 1.223 1.751
C 1.740 1.691 2.778
H 1.094 1.127 0.732
H 0.219 0.314 2.083
H -0.054 1.993 1.587
H 1.766 2.791 2.822
H 2.766 1.444 2.496
H 1.495 1.375 3.788
```

Frontier orbital gap ... 8.9 eV
Multiplicity ... 1
SMILES string ... Cc1c[nH]c2ccccc12.CC
Energy relative to the best compared isomer or geometry (same formula, charge and spin) ... 40.0 kJ/mol

***

Entry 9:
Molecular formula: C4H11N3O2
Method: DFT, the ωB97M-V functional and the def2-TZVPD basis

```
20
Properties=species:S:1:pos:R:3
C -1.529 -3.111 -2.129
C -0.882 -1.922 -1.503
O -0.505 -2.154 -0.253
O -0.711 -0.864 -2.079
H -1.473 -3.069 -3.227
H -2.603 -3.064 -1.950
H -1.101 -3.992 -1.683
C 1.427 2.893 1.507
C 0.334 0.893 0.935
N 0.271 -0.211 1.565
N 0.156 2.090 1.675
N 0.728 1.060 -0.386
H 0.025 -0.266 2.532
H 0.066 -1.447 0.244
H -0.461 2.087 2.458
H 0.049 1.677 -0.835
H 0.884 0.279 -0.989
H 1.944 3.374 2.349
H 1.209 3.556 0.636
H 2.173 2.191 1.133
```

Frontier orbital gap ... 9.8 eV
Multiplicity ... 1
SMILES string ... [H]/N=C(/N)NC.CC(=O)O
Energy relative to the best compared isomer or geometry (same formula, charge and spin) ... 122.2 kJ/mol

***

Look up the multiplicity of the seventh one.
3

***

Which of these has the highest multiplicity?
C32H39GdN9OS